Computed, not measured: C39H51N7PRuS as an isolated structure at a distorted geometry, with wB97M-V/def2-TZVPD.

The geometry in XYZ format:
```
100
Properties=species:S:1:pos:R:3
Ru 0.2227 -0.9562 -0.6069
C -3.2165 -0.0426 4.8646
C -2.4235 0.9865 4.3847
C -1.3172 0.7137 3.5898
C -1.0250 -0.6044 3.2705
C -1.8132 -1.6482 3.7501
C -2.9054 -1.3602 4.5513
N 0.0499 -0.8916 2.3548
C 0.8891 -1.9917 2.5674
C 1.1514 -2.3200 3.9072
C 1.9908 -3.3543 4.2424
C 2.6308 -4.0847 3.2418
C 2.4213 -3.7533 1.9264
C 1.5350 -2.7277 1.5601
N 1.4244 -2.3742 0.1664
N 2.3188 -2.9114 -0.5458
C 2.7739 -2.0579 -1.5741
C 3.8180 -2.5228 -2.3565
C 4.5385 -1.6026 -3.1049
C 4.1840 -0.2656 -3.0373
C 3.0978 0.1005 -2.2542
N 2.3904 -0.7635 -1.5291
H -4.0709 0.1765 5.4902
H -2.6463 2.0135 4.6420
H -0.6773 1.5201 3.2530
H -1.5729 -2.6756 3.5054
H -3.5187 -2.1677 4.9278
H 0.6903 -1.7257 4.6831
H 2.1734 -3.5758 5.2850
H 3.3112 -4.8859 3.4927
H 2.9444 -4.2843 1.1483
H 4.0822 -3.5701 -2.3227
H 5.3766 -1.9246 -3.7079
H 4.7390 0.4919 -3.5715
H 2.7973 1.1391 -2.1783
N -1.4427 -2.0757 0.0793
C -2.7922 -1.5250 0.4267
C -3.2396 -0.4684 -0.5676
C -2.9181 0.9756 -0.1535
C -2.0103 1.6446 -1.1650
N -0.6409 1.0366 -1.1731
H -1.5704 -2.7986 -0.6218
H -1.1151 -2.5676 0.9094
H -2.7206 -1.1049 1.4300
H -3.4969 -2.3567 0.4794
H -4.3029 -0.5770 -0.7780
H -2.7217 -0.6728 -1.5043
H -2.4549 1.0055 0.8376
H -3.8291 1.5657 -0.0499
H -1.9153 2.7119 -0.9552
H -2.4489 1.5522 -2.1581
H -0.0897 1.6095 -0.5228
H -0.2255 1.2564 -2.0761
N 0.1094 -0.1646 1.2233
S 1.4286 3.0660 0.5985
C 1.0423 3.1660 2.3307
C 1.8126 2.4085 3.2088
C 1.5353 2.4350 4.5687
C 0.5072 3.2304 5.0563
C -0.2536 3.9904 4.1775
C 0.0010 3.9526 2.8136
C 1.1305 4.7246 0.0300
C 1.7506 5.8021 0.6547
C 1.5438 7.0837 0.1722
C 0.7439 7.2925 -0.9447
C 0.1436 6.2156 -1.5777
C 0.3295 4.9305 -1.0856
H -0.6293 0.5245 1.3322
H 2.6414 1.8237 2.8284
H 2.1453 1.8571 5.2508
H 0.3090 3.2705 6.1190
H -1.0468 4.6234 4.5540
H -0.5881 4.5527 2.1316
H 2.3879 5.6365 1.5139
H 2.0200 7.9226 0.6617
H 0.5929 8.2949 -1.3215
H -0.4775 6.3743 -2.4492
H -0.1483 4.0896 -1.5742
C 0.8537 -1.9216 -5.7089
C 1.0710 -1.3245 -4.3170
P -0.1779 -1.7337 -3.0257
C -1.6816 -0.9980 -3.8286
C -2.9533 -1.8474 -3.8803
C -0.3572 -3.5467 -3.3514
C -0.9930 -4.4091 -2.2680
H 1.6037 -1.5189 -6.3892
H -0.1192 -1.6926 -6.1402
H 0.9713 -3.0039 -5.7056
H 1.1233 -0.2334 -4.3793
H 2.0372 -1.6662 -3.9535
H -1.3966 -0.7726 -4.8545
H -1.8718 -0.0323 -3.3612
H -2.8267 -2.6994 -4.5465
H -3.7754 -1.2536 -4.2796
H -3.2707 -2.2354 -2.9133
H 0.6568 -3.9106 -3.5418
H -0.8988 -3.6619 -4.2898
H -0.3990 -4.3895 -1.3500
H -1.0326 -5.4499 -2.5873
H -2.0237 -4.1123 -2.0543
```

Calculated values
Largest force on an atom   1.36 eV Å⁻¹
LUMO (alpha / beta)   -6.6 / -6.7 eV
Multiplicity   2
Charge   +2
Energy relative to the best compared isomer or geometry (same formula, charge and spin)   0.00 kJ/mol
HOMO-LUMO gap (alpha / beta)   5.97 / 5.95 eV

Results of the Mulliken charge analysis, in e, for atoms 1 through 99: 0.2360 -0.7198 -1.1477 0.0649 -0.9607 0.4607 -0.9174 0.9738 0.2893 -0.8011 -0.8000 -0.8058 -0.8274 0.4916 2.2716 -1.3489 0.2227 -0.8978 -0.4299 -0.7848 -0.3597 0.2176 0.4626 0.5611 0.6990 0.4765 0.4619 0.5798 0.4562 0.4464 0.5313 0.5355 0.4940 0.4632 0.4748 -0.3819 0.0291 -0.2179 -0.2566 -1.0385 0.4926 -0.0020 0.3123 -0.2788 0.6608 0.6397 -0.6985 -0.2175 0.5679 0.4165 0.5329 -0.6364 0.4057 -0.1274 -0.0427 0.3861 -0.3403 -0.5474 -0.5294 -0.8570 -0.6035 0.3076 -0.3576 -0.6820 -0.4662 -0.6981 -0.0058 -0.3422 0.5494 0.4866 0.4606 0.4848 0.5620 0.4728 0.4092 0.4042 0.4168 0.2499 -1.4583 -0.5384 2.1668 -0.6732 -1.4121 -1.1074 -1.5519 0.4602 0.3423 0.3043 0.4687 -0.1405 0.7424 0.0329 0.3975 0.3989 0.2466 0.5651 0.6951 0.2555 0.4925